# 1
This record from the Open Molecules 2025 dataset describes a structure of composition C21H42O10P2ReSSi. The level of theory is ωB97M-V with the def2-TZVPD basis set.

Positions of all 78 atoms, in Å:
Re (1.4370, -0.5369, 0.3704)
C (4.7614, 0.1567, 0.5827)
C (3.6879, -0.7953, 1.0208)
C (3.3484, -0.8196, 2.5081)
C (2.8796, -2.1283, 3.0336)
C (2.1653, -2.8920, 2.2151)
C (2.0788, -2.5437, 0.7737)
C (3.2163, -1.8284, 0.2214)
H (5.6727, -0.0293, 1.1555)
H (4.4683, 1.1902, 0.7712)
H (4.9916, 0.0379, -0.4744)
H (4.1286, -0.3606, 3.1095)
H (3.0495, -2.3680, 4.0740)
H (1.6835, -3.8005, 2.5521)
H (1.6223, -3.2953, 0.1388)
H (3.5795, -1.9939, -0.7851)
C (1.7304, 3.9638, 3.7278)
C (2.0852, 2.7958, 2.8117)
O (3.3922, 2.9091, 2.2431)
P (1.0901, 2.7830, 1.3000)
O (-0.3880, 2.9402, 1.7752)
O (1.3961, 4.0895, 0.4991)
O (1.3574, 1.5542, 0.4710)
P (2.1079, 1.2235, 3.7484)
O (0.6699, 1.1027, 4.3787)
O (3.2608, 1.1596, 4.6406)
O (2.1420, 0.0817, 2.5952)
H (1.8371, 4.9047, 3.1888)
H (2.4130, 3.9704, 4.5792)
H (0.7109, 3.8783, 4.0997)
H (4.0325, 3.0270, 2.9613)
H (-1.0424, 3.2100, 1.1166)
H (2.2876, 4.1832, 0.1366)
H (0.6647, 0.9107, 5.3272)
C (-1.7127, -2.5757, 1.2973)
C (-1.7228, -1.0596, 1.2639)
C (-3.0602, -0.4918, 0.8300)
C (-1.2600, -0.4714, 2.5744)
O (-0.7045, -0.6162, 0.2323)
Si (-0.9730, -0.6230, -1.4469)
S (1.1720, -0.7373, -1.8115)
O (-1.6651, 0.7353, -1.8791)
C (-1.6149, 1.8569, -2.8114)
C (-0.9361, 1.4168, -4.0965)
C (-3.0558, 2.2674, -3.0545)
C (-0.8296, 2.9627, -2.1264)
O (-1.6959, -1.9932, -1.7998)
C (-2.2197, -2.6317, -3.0184)
C (-1.1237, -2.6105, -4.0696)
C (-3.4518, -1.8634, -3.4627)
C (-2.5642, -4.0490, -2.6048)
H (-2.4044, -2.9156, 2.0682)
H (-0.7192, -2.9466, 1.5556)
H (-2.0170, -3.0018, 0.3447)
H (-3.8125, -0.7636, 1.5703)
H (-3.3824, -0.9003, -0.1286)
H (-3.0235, 0.5956, 0.7625)
H (-1.9764, -0.7222, 3.3562)
H (-1.1883, 0.6136, 2.5174)
H (-0.2946, -0.8874, 2.8721)
H (-1.4826, 0.5958, -4.5605)
H (0.0966, 1.1084, -3.9183)
H (-0.9178, 2.2436, -4.8059)
H (-3.6131, 1.4644, -3.5360)
H (-3.0882, 3.1419, -3.7038)
H (-3.5480, 2.5162, -2.1142)
H (0.1770, 2.6203, -1.8809)
H (-1.3492, 3.2754, -1.2174)
H (-0.7499, 3.8335, -2.7761)
H (-0.8551, -1.5861, -4.3404)
H (-1.4643, -3.1101, -4.9759)
H (-0.2334, -3.1295, -3.7115)
H (-3.2005, -0.8363, -3.7290)
H (-4.2029, -1.8475, -2.6727)
H (-3.8896, -2.3424, -4.3383)
H (-1.6788, -4.5711, -2.2421)
H (-2.9603, -4.5985, -3.4583)
H (-3.3218, -4.0464, -1.8209)

The calculation puts the HOMO energy (spin up / spin down) at -0.556 / -0.542 hartree. The expectation value of S² is 0.862. The electronic energy is -3026.2915 a.u. Its total charge is +2. Its gap between HOMO and LUMO (spin up / spin down) is 7.3 / 7.5 eV. Its multiplicity is 2.



# 2
This record from the Open Molecules 2025 dataset describes a structure of composition C21H43BiGeN2O5Se2Te2. The level of theory is ωB97M-V with the def2-TZVPD basis set.

Positions of all 77 atoms, in Å:
Bi (0.5544, 0.6531, -1.1856)
C (-4.1310, 1.1178, 1.1328)
C (-3.1589, 2.2615, 0.8521)
C (-3.1247, 3.2432, 2.0222)
C (-3.5655, 2.9922, -0.4175)
O (-1.8394, 1.7167, 0.6249)
Ge (-1.0600, 0.7473, 1.9926)
O (0.9773, 1.6557, 0.5863)
C (1.4327, 2.9980, 0.9701)
C (1.0937, 3.1924, 2.4394)
C (0.7388, 4.0582, 0.1312)
C (2.9450, 3.0900, 0.7892)
O (-1.1341, -0.7888, 0.9978)
C (-1.1832, -2.0873, 1.6271)
C (-1.1102, -3.1041, 0.4999)
C (-2.5279, -2.2079, 2.3418)
C (-0.0368, -2.2852, 2.6104)
H (-5.1528, 1.4926, 1.2309)
H (-3.8822, 0.6031, 2.0679)
H (-4.0998, 0.3839, 0.3243)
H (-4.0919, 3.7395, 2.1349)
H (-2.3678, 4.0113, 1.8523)
H (-2.9027, 2.7402, 2.9677)
H (-4.5918, 3.3564, -0.3381)
H (-3.5057, 2.3256, -1.2796)
H (-2.9175, 3.8543, -0.5931)
H (0.0169, 3.1652, 2.6064)
H (1.4564, 4.1669, 2.7707)
H (1.5613, 2.4217, 3.0580)
H (-0.3416, 3.9098, 0.1713)
H (1.0730, 4.0118, -0.9047)
H (0.9655, 5.0570, 0.5123)
H (3.4578, 2.2718, 1.2983)
H (3.3145, 4.0237, 1.2188)
H (3.2210, 3.0827, -0.2631)
H (-1.9294, -2.9414, -0.2039)
H (-1.1924, -4.1201, 0.8919)
H (-0.1617, -3.0186, -0.0352)
H (-3.3469, -2.0313, 1.6416)
H (-2.6007, -1.4769, 3.1532)
H (-2.6511, -3.2023, 2.7775)
H (0.9271, -2.1506, 2.1167)
H (-0.0695, -3.2942, 3.0272)
H (-0.0976, -1.5831, 3.4454)
C (-2.5292, -0.5352, -2.3613)
O (-1.3234, -0.7041, -3.1017)
C (-1.0293, -2.0671, -3.3190)
C (0.3196, -2.1608, -3.9615)
O (1.2633, -1.5707, -3.0880)
C (2.5976, -1.8836, -3.4528)
H (-3.3546, -1.0728, -2.8373)
H (-2.7537, 0.5277, -2.3530)
H (-2.4115, -0.8846, -1.3280)
H (-1.7848, -2.5172, -3.9714)
H (-1.0287, -2.6114, -2.3672)
H (0.3257, -1.6388, -4.9236)
H (0.5706, -3.2117, -4.1348)
H (2.7595, -2.9668, -3.4324)
H (2.8252, -1.5161, -4.4577)
H (3.2577, -1.3985, -2.7362)
Se (-0.8857, 2.8561, -2.7517)
Te (-0.3687, 2.3589, -5.0212)
Te (2.0801, 1.1901, -4.8803)
Se (2.6725, 1.7053, -2.5330)
N (4.5891, -3.6149, 2.0563)
C (3.7996, -2.7553, 1.3771)
C (3.6966, -1.4031, 1.7439)
C (2.8683, -0.5713, 1.0313)
N (2.1378, -0.9699, -0.0202)
C (2.2328, -2.2612, -0.3707)
C (3.0289, -3.1726, 0.2785)
H (5.1402, -3.3059, 2.8356)
H (4.6575, -4.5794, 1.7889)
H (4.2515, -1.0126, 2.5881)
H (2.7491, 0.4638, 1.3172)
H (1.6399, -2.5651, -1.2232)
H (3.0461, -4.2029, -0.0553)

The calculation puts the HOMO energy (spin up / spin down) at -0.377 / -0.385 hartree. The expectation value of S² is 0.757. The electronic energy is -8941.9999 a.u. Its total charge is +1. Its gap between HOMO and LUMO (spin up / spin down) is 7.2 / 5.7 eV. Its multiplicity is 2.



# 3
This record from the Open Molecules 2025 dataset describes a structure of composition C21H43BiN2P3S. The level of theory is ωB97M-V with the def2-TZVPD basis set.

Positions of all 71 atoms, in Å:
Bi (-0.2849, -0.1076, -0.1398)
P (2.1956, 1.1162, 1.6585)
P (-2.0661, 1.8844, 0.6374)
P (0.7399, 1.7642, -1.8689)
H (-0.5777, -5.0613, 0.4120)
C (0.2968, -5.0934, -0.2570)
C (1.5426, -4.7750, 0.1654)
H (1.7442, -4.4354, 1.1909)
C (2.5816, 0.3219, 3.2256)
C (1.8867, 2.8419, 2.0546)
C (3.7027, 1.0689, 0.6758)
C (-3.6877, 1.5888, -0.1800)
C (-2.6716, 2.1282, 2.3521)
C (-1.7778, 3.6420, 0.1738)
C (2.0465, 0.9101, -2.8289)
C (1.5471, 3.3937, -1.5804)
C (-0.4020, 2.2520, -3.2192)
H (0.1365, -5.3689, -1.3107)
H (2.4329, -4.9858, -0.4543)
H (2.2963, -0.7391, 3.2136)
H (2.0206, 0.8340, 4.0153)
H (3.6617, 0.4426, 3.3551)
H (1.1620, 2.9252, 2.8790)
H (1.5664, 3.4311, 1.1833)
H (2.8640, 3.2176, 2.4098)
H (3.8698, 0.0546, 0.2877)
H (4.4879, 1.3448, 1.3903)
H (3.6669, 1.7928, -0.1501)
H (-4.3956, 2.3960, 0.0621)
H (-4.1020, 0.6370, 0.1775)
H (-3.5781, 1.5285, -1.2700)
H (-3.6026, 2.7157, 2.3447)
H (-1.9349, 2.6621, 2.9651)
H (-2.8756, 1.1641, 2.8316)
H (-2.6645, 4.2457, 0.4242)
H (-1.5818, 3.7441, -0.9001)
H (-0.9184, 4.0481, 0.7234)
H (2.0375, 1.2955, -3.8575)
H (1.8517, -0.1665, -2.8800)
H (3.0453, 1.0548, -2.3983)
H (1.7307, 3.8676, -2.5574)
H (2.5047, 3.3316, -1.0500)
H (0.8886, 4.0628, -1.0151)
H (0.1632, 2.7385, -4.0286)
H (-1.1626, 2.9591, -2.8683)
H (-0.9172, 1.3790, -3.6350)
C (-1.4237, -1.8448, -3.3453)
C (-2.1580, -2.0543, -4.5429)
C (-1.7364, -3.0111, -5.4527)
C (-0.5729, -3.7590, -5.2328)
C (0.1720, -3.5229, -4.0704)
C (-0.2260, -2.5688, -3.1217)
S (-2.0375, -0.6867, -2.2473)
H (1.4550, -0.0075, 1.1366)
H (-3.0428, -1.4347, -4.7079)
H (-2.3144, -3.1731, -6.3533)
H (-0.2350, -4.4930, -5.9754)
H (1.0809, -4.1053, -3.9088)
H (0.3662, -2.3722, -2.2123)
C (-0.7038, 0.3976, 4.4920)
C (-0.7209, -0.9465, 3.8768)
N (-0.5420, -1.3120, 2.6010)
C (-0.6001, -2.7088, 2.5966)
C (-0.8177, -3.1654, 3.8693)
N (-0.8986, -2.0362, 4.6601)
H (-1.7118, 0.6755, 4.8355)
H (-0.0361, 0.3963, 5.3674)
H (-0.3529, 1.1283, 3.7553)
H (-0.4693, -3.2918, 1.6991)
H (-0.9046, -4.1687, 4.2497)
H (-1.0389, -1.9874, 5.6722)

The calculation puts the HOMO energy at -0.563 hartree. The electronic energy is -2571.3161 a.u. Its total charge is +3. Its gap between HOMO and LUMO is 5.0 eV. Its multiplicity is 1.



- The lowest total charge belongs to which entry?
  C21H43BiGeN2O5Se2Te2